{"formula": "C5H8N2S", "method": "the ωB97M-V functional and the def2-TZVPD basis", "elements": ["C", "N", "C", "N", "C", "C", "C", "S", "H", "H", "H", "H", "H", "H", "H", "H"], "xyz": [[-0.461006, -0.382156, -2.034069], [0.314703, -0.441344, -0.843470], [1.701734, -0.626514, -0.841636], [2.279509, -0.833952, 0.289760], [1.224987, -0.612955, 1.324063], [-0.078963, -0.683025, 0.542358], [-1.167760, 0.215826, 1.021322], [-1.643488, 1.617930, 0.389281], [-1.443927, -0.048396, -1.828065], [-0.458135, -1.336008, -2.624058], [-0.071346, 0.427304, -2.662030], [2.268685, -0.530652, -1.812743], [1.385028, 0.353918, 1.823918], [1.246831, -1.372487, 2.137745], [-0.446669, -1.728277, 0.603279], [-1.658093, -0.192266, 1.937192]], "atomic_forces_ev_per_a": [[0.663, -0.355, -1.098], [2.590, 0.186, 1.050], [-0.019, 0.196, -0.291], [-0.584, 0.566, -0.315], [0.797, -0.543, 0.354], [-1.512, -0.549, -1.176], [-0.370, -0.249, 0.892], [0.085, -0.226, 0.174], [-1.102, -0.079, 0.334], [-0.164, 0.648, 0.507], [0.137, -0.261, -0.119], [-0.722, -0.361, 1.140], [-0.029, -0.056, -0.367], [0.116, 0.382, -0.691], [-0.142, 0.249, 0.174], [0.255, 0.451, -0.567]], "total_charge": 0, "e_above_lowest_kj_mol": 171.20}